No. 1
Computed, not measured: a molecular structure, C13H16Cl2N2Ru at a distorted geometry, with wB97M-V/def2-TZVPD.

Calculated values
Total energy = -44342.5024 eV
⟨S²⟩ = 6.018
Energy above the lowest of the compared OMol25 structures with the same formula, charge and spin = 37.3 kcal per mole
HOMO (alpha / beta) = -7.186 / -9.092 eV

ORCA input file:
```
! RIJCOSX wB97M-V def2-TZVPD def2/J DEFGRID3
* xyz 0 5
Ru -0.52 1.93 1.06
Cl -0.07 3.88 -0.05
Cl -0.50 2.86 3.20
C 3.06 -0.70 -1.22
H 4.00 -0.34 -1.68
H 3.09 -0.80 -0.12
C -1.17 1.05 -0.40
C 2.05 -1.15 -1.94
H -1.01 -0.04 -0.19
C 1.46 -0.46 -3.17
H 1.43 -1.99 -1.59
C 0.97 1.03 -3.01
H 2.25 -0.43 -3.93
H 0.61 -1.06 -3.50
C -0.53 1.41 -2.99
H 1.52 1.55 -2.22
H 1.30 1.48 -3.97
C -1.57 1.21 -1.82
H -0.54 2.50 -3.17
H -0.99 1.00 -3.91
H -2.23 2.10 -1.83
H -2.19 0.33 -2.06
N 2.01 -3.07 4.25
C 1.10 -2.43 3.88
C -0.04 -1.67 3.44
C -1.34 -2.08 3.77
C -2.41 -1.34 3.31
C -2.17 -0.20 2.53
N -0.92 0.16 2.23
C 0.14 -0.51 2.67
H -1.47 -2.98 4.39
H -3.43 -1.62 3.52
H -2.96 0.44 2.12
H 1.10 -0.09 2.38
*
```

=====

No. 2
Computed, not measured: a molecular structure, C13H16Cl3MnNO2S4 at a distorted geometry, with wB97M-V/def2-TZVPD.

Calculated values
Total energy = -131538.9612 eV
⟨S²⟩ = 4.196
HOMO (alpha / beta) = -15.265 / -15.366 eV

ORCA input file:
```
! RIJCOSX wB97M-V def2-TZVPD def2/J DEFGRID3
* xyz 2 4
Mn 0.45 0.40 0.14
C -2.77 -0.88 0.13
C -2.70 -1.61 1.46
S -1.24 -1.20 2.48
C -0.35 -2.80 2.55
C 1.12 -2.64 2.24
S 1.52 -1.72 0.70
C 0.84 -2.75 -0.66
C -0.66 -2.66 -0.89
S -1.27 -0.91 -0.95
H -3.59 -1.28 -0.47
H -2.93 0.19 0.28
H -3.56 -1.30 2.04
H -2.76 -2.69 1.34
H -0.46 -3.17 3.57
H -0.84 -3.51 1.88
H 1.62 -2.06 3.01
H 1.61 -3.61 2.16
H 1.38 -2.38 -1.53
H 1.13 -3.78 -0.46
H -0.90 -3.08 -1.87
H -1.23 -3.19 -0.14
S -0.69 1.80 1.62
C -0.70 2.79 0.18
C -1.05 4.12 0.04
C -1.02 4.65 -1.24
C -0.64 3.85 -2.31
C -0.27 2.53 -2.08
N -0.31 2.02 -0.85
H -1.33 4.71 0.90
H -1.30 5.68 -1.41
H -0.63 4.24 -3.32
H 0.04 1.88 -2.89
Cl 4.94 0.11 -0.36
C 3.88 1.41 -1.02
Cl 3.96 1.46 -2.77
Cl 4.29 2.97 -0.30
C 2.52 0.93 -0.55
O 1.80 0.21 -1.27
O 2.11 1.22 0.59
*
```

=====

No. 3
Computed, not measured: a molecular structure, C13H16Cl4IMnN4O4 at a distorted geometry, with wB97M-V/def2-TZVPD.

Calculated values
Total energy = -117403.5887 eV
⟨S²⟩ = 0.755
Energy above the lowest of the compared OMol25 structures with the same formula, charge and spin = 25.9 kcal per mole
HOMO (alpha / beta) = -4.031 / -3.697 eV

ORCA input file:
```
! RIJCOSX wB97M-V def2-TZVPD def2/J DEFGRID3
* xyz -1 2
Mn 0.26 0.36 -2.13
N -0.22 1.43 -0.44
C 0.69 2.55 -0.31
C 0.43 3.42 0.92
C 0.04 2.60 2.16
C 0.99 1.51 2.70
N 1.09 0.22 2.01
C 0.07 -0.63 1.81
N 0.19 -1.64 0.97
N -1.11 -0.41 2.42
C 0.65 3.23 -1.71
O 1.00 4.41 -1.79
O 0.24 2.46 -2.64
H -1.17 1.72 -0.64
H -0.26 0.87 0.39
H 1.70 2.13 -0.21
H -0.37 4.13 0.71
H 1.32 4.01 1.13
H -0.95 2.17 2.01
H -0.08 3.30 3.00
H 0.68 1.31 3.73
H 2.01 1.89 2.76
H 1.88 0.06 1.38
H 0.99 -1.65 0.33
H -0.62 -2.18 0.68
H -1.12 -0.08 3.37
H -1.88 -1.01 2.15
Cl -1.31 -6.21 -1.55
C -1.41 -4.48 -1.50
C -2.37 -3.87 -0.74
Cl -3.49 -4.80 0.21
C -2.44 -2.46 -0.73
Cl -3.58 -1.64 0.32
C -1.60 -1.66 -1.50
O -1.62 -0.37 -1.51
C -0.52 -2.31 -2.21
O 0.38 -1.54 -2.74
C -0.48 -3.70 -2.22
Cl 0.81 -4.46 -3.11
I 3.23 -0.93 -0.68
C 2.31 0.55 -2.07
H 2.80 0.27 -3.02
H 2.81 1.45 -1.72
*
```

=====

> Which of these has the lowest ⟨S²⟩?

C13H16Cl4IMnN4O4